No. 1
Formula: C6H14MgO4
Source: the Open Molecules 2025 dataset
Level of theory: wB97M-V/def2-TZVPD

Values from the calculation:
ΔE to the lowest compared entry with this formula, charge and spin: 0.000 eV
gap between HOMO and LUMO: 7.89 eV

Structure (ORCA input):
```
! RIJCOSX wB97M-V def2-TZVPD def2/J DEFGRID3
* xyz 0 1
Mg 0.64507 0.21303 1.34804
O -0.42101 1.27882 -0.00434
O 2.07554 -1.19406 0.57118
O -0.41614 -1.60071 1.05182
O 2.26807 1.23958 1.57334
C -1.56378 1.04042 -0.74549
C 1.49573 -2.27649 -0.12186
C -1.78850 -1.80034 1.33786
C 3.35778 0.71792 0.89289
C 2.92154 -0.29477 -0.16638
C 0.32663 -2.76104 0.70571
H 3.95980 1.49363 0.37769
H 2.32860 0.21724 -1.09003
H 3.77445 -0.84866 -0.58795
H 1.12320 -1.91068 -1.09359
H -0.27393 -3.46683 0.11294
H -2.48857 0.90002 -0.14814
H -1.86646 -2.63630 2.04901
H -2.19267 -0.82496 1.62669
H 4.02714 0.19141 1.60789
H -1.76813 1.87034 -1.45117
H 0.63223 -3.28040 1.62661
H -2.34116 -2.08124 0.42952
H -1.44698 0.11875 -1.35448
H 2.22883 -3.08203 -0.27209
*
```

No. 2
Formula: C6H14N2
Source: the Open Molecules 2025 dataset
Level of theory: wB97M-V/def2-TZVPD

Values from the calculation:
ΔE to the lowest compared entry with this formula, charge and spin: 1.022 eV
SMILES string: C=C(C)N.C=C(C)N
gap between HOMO and LUMO: 8.96 eV

Structure (ORCA input):
```
! RIJCOSX wB97M-V def2-TZVPD def2/J DEFGRID3
* xyz 0 1
N 2.02273 0.81939 1.14113
N -0.72130 -2.17849 0.14492
C 0.49886 2.29487 -0.08184
C -0.17915 1.16336 2.00095
C 0.76796 1.41635 1.10062
C -1.96991 -0.68598 -1.28525
C -0.71367 -1.46955 -1.06087
C 0.29262 -1.46063 -1.92372
H -1.98221 -0.17449 -2.24659
H 0.69132 1.74419 -1.00350
H 1.16346 -2.07459 -1.74929
H -0.09787 -2.97210 0.16618
H -0.53303 2.63014 -0.04503
H 0.20681 -0.85714 -2.81129
H -1.19494 1.49567 1.87952
H 2.78373 1.37329 0.77739
H -2.83983 -1.34620 -1.26508
H -1.65221 -2.45184 0.42088
H -2.10357 0.06387 -0.50293
H 1.13689 3.18478 -0.10248
H 2.25234 0.38992 2.02263
H -0.00163 0.46594 2.81105
*
```

No. 3
Formula: C6H14N2
Source: the Open Molecules 2025 dataset
Level of theory: wB97M-V/def2-TZVPD

Values from the calculation:
ΔE to the lowest compared entry with this formula, charge and spin: 13.006 eV
gap between HOMO and LUMO: 5.51 eV

Structure (ORCA input):
```
! RIJCOSX wB97M-V def2-TZVPD def2/J DEFGRID3
* xyz 0 1
N -1.99844 0.93204 0.59969
N 0.98351 1.34820 1.27406
C 0.07460 -2.98568 -0.66465
C 0.04617 2.35191 0.87341
C 1.22128 -2.25457 -0.47068
C 1.23676 -0.79605 -0.61134
C -1.37220 1.98935 1.13382
C -0.02203 -0.20026 -1.17840
H 1.41966 1.53278 2.20770
H -1.73006 -2.68947 -0.63070
H 0.23163 0.09815 -2.16884
H -0.56956 0.59381 -0.63904
H 0.05752 -3.98506 -0.27530
H -1.73296 1.76791 -0.10937
H -1.99197 2.70089 1.71361
H 1.26721 0.37546 1.06457
H 0.21065 3.37992 1.27170
H 2.20045 -2.68791 -0.16101
H -0.90230 -0.95005 -1.27432
H 0.09909 2.38506 -0.24994
H -0.91887 -2.53828 -0.71916
H 2.18987 -0.36816 -0.98583
*
```

No. 4
Formula: C6H14N2
Source: the Open Molecules 2025 dataset
Level of theory: wB97M-V/def2-TZVPD

Values from the calculation:
ΔE to the lowest compared entry with this formula, charge and spin: 0.895 eV
SMILES string: C[C@H]1C[C@@H]1C(C)(N)N
gap between HOMO and LUMO: 10.10 eV

Structure (ORCA input):
```
! RIJCOSX wB97M-V def2-TZVPD def2/J DEFGRID3
* xyz 0 1
N -0.56392 -1.78540 -0.52189
N -1.86033 -0.62885 0.87888
C -0.49025 -0.87009 0.56631
C 0.18968 0.41665 0.24327
C 0.26438 -1.49936 1.82585
C 0.09094 2.38475 -1.52911
C 0.31348 0.94254 -1.22997
C 1.52532 0.49429 -0.45863
H -1.19182 -2.53987 -0.25985
H -1.95486 0.14077 1.53315
H -2.36537 -0.45244 0.01407
H 0.47520 -0.77433 2.61916
H 0.79814 2.73519 -2.28879
H 0.21168 3.01407 -0.64115
H -0.33090 -2.29977 2.28040
H 0.02879 1.16477 1.01483
H -0.92243 2.53651 -1.91359
H -0.01475 0.30389 -2.04289
H 2.22013 1.25234 -0.11054
H 2.00715 -0.42940 -0.76166
H 1.21618 -1.94479 1.51566
H 0.35356 -2.16148 -0.73350
*
```

No. 5
Formula: C6H14N2
Source: the Open Molecules 2025 dataset
Level of theory: wB97M-V/def2-TZVPD

Values from the calculation:
ΔE to the lowest compared entry with this formula, charge and spin: 0.892 eV
SMILES string: [H]/N=C(/C)[C@H](C)N(C)C
gap between HOMO and LUMO: 10.01 eV

Structure (ORCA input):
```
! RIJCOSX wB97M-V def2-TZVPD def2/J DEFGRID3
* xyz 0 1
N 0.52490 0.87729 0.58475
N 0.66708 -1.98716 0.87089
C -0.21046 -1.43448 0.08483
C -1.40927 -2.22493 -0.35676
C 0.94346 -0.18200 -1.67144
C -0.01240 -0.01680 -0.47989
C -0.36507 0.90783 1.76183
C 0.65843 2.26313 0.10877
H 0.03274 1.59033 2.52203
H 0.46557 -0.77927 -2.45696
H 1.40048 -1.28187 1.05149
H 1.13600 2.87962 0.87946
H -1.37780 1.23711 1.50084
H 1.22903 0.76741 -2.12995
H -0.43846 -0.06669 2.25290
H -1.62492 -3.01744 0.36524
H -2.28110 -1.56978 -0.43127
H 1.29952 2.34601 -0.77193
H -1.20685 -2.67161 -1.33334
H -0.97820 0.36117 -0.83772
H -0.31423 2.71008 -0.13103
H 1.86156 -0.70793 -1.38273
*
```

No. 6
Formula: C6H14N2
Source: the Open Molecules 2025 dataset
Level of theory: wB97M-V/def2-TZVPD

Values from the calculation:
ΔE to the lowest compared entry with this formula, charge and spin: 1.346 eV
SMILES string: C=C(C[C@@H](C)N)NC
gap between HOMO and LUMO: 8.77 eV

Structure (ORCA input):
```
! RIJCOSX wB97M-V def2-TZVPD def2/J DEFGRID3
* xyz 0 1
N 0.10442 1.90868 -0.72099
N -1.62713 -1.37130 -0.18662
C -0.08632 2.87873 0.35478
C 0.73137 0.63523 -0.56045
C -0.27245 -1.55306 0.30725
C -0.29300 -2.48058 1.47936
C 0.38416 -0.17030 0.63380
C 1.31352 0.14796 -1.67906
H 1.42769 0.70943 -2.59400
H -2.38071 -1.42773 0.48370
H 0.82462 3.45209 0.53319
H -1.76977 -0.56010 -0.76601
H -0.24020 2.36360 1.29882
H 0.28842 -1.92594 -0.54611
H -1.01652 -3.29237 1.42291
H 0.22273 2.21554 -1.67779
H 1.33019 -0.38415 1.14401
H -0.53334 -1.84786 2.34614
H 1.62591 -0.88847 -1.71284
H -0.97960 3.43485 0.08307
H 0.63789 -2.97716 1.76354
H -0.24814 0.38388 1.31791
*
```

No. 7
Formula: C6H14N2
Source: the Open Molecules 2025 dataset
Level of theory: wB97M-V/def2-TZVPD

Values from the calculation:
ΔE to the lowest compared entry with this formula, charge and spin: 5.518 eV
gap between HOMO and LUMO (alpha / beta): 7.82 / 7.53 eV

Structure (ORCA input):
```
! RIJCOSX wB97M-V def2-TZVPD def2/J DEFGRID3
* xyz 2 1
N -2.04645 -0.78925 0.47307
N 2.06185 -0.87439 -0.08022
C -3.13115 -0.47801 -0.12966
C 0.98667 -0.05264 -0.55152
C -0.83921 -1.07379 0.68591
C 0.91489 1.30130 -0.05279
C 3.50408 -0.36451 0.09872
C -3.90987 0.78914 -0.09775
H 2.12145 -1.72124 -0.79647
H -3.42689 1.57771 0.44976
H 1.67744 1.89561 -0.77916
H 3.97460 -0.83711 0.98253
H -3.87564 -1.13902 -0.52922
H -3.85507 1.18812 -1.11364
H 3.37704 0.68996 0.29608
H 1.28954 1.33706 0.92559
H -0.34282 -1.69575 1.44491
H 0.50166 -0.32387 -1.44890
H 4.11681 -0.72011 -0.67136
H -4.97014 0.54638 0.22497
H 0.09837 1.93820 -0.25578
H 1.77283 -1.19380 0.92494
*
```

No. 8
Formula: C6H14N2O
Source: the Open Molecules 2025 dataset
Level of theory: wB97M-V/def2-TZVPD

Values from the calculation:
ΔE to the lowest compared entry with this formula, charge and spin: 3.421 eV
SMILES string: CC(=O)[C@@](C)(N)[C@@H](C)N
gap between HOMO and LUMO: 9.60 eV

Structure (ORCA input):
```
! RIJCOSX wB97M-V def2-TZVPD def2/J DEFGRID3
* xyz 0 1
O 1.28191 1.77661 -0.80027
N -1.40285 1.45761 -0.90355
N -1.12055 -1.95459 -0.71393
C 1.49227 0.90535 1.41433
C -1.37637 0.20084 1.18028
C 0.85790 0.94114 0.03322
C 1.42722 -1.08879 -0.77240
C -0.62806 0.46476 -0.12544
C -0.43675 -0.78552 -0.97918
H -0.41680 -0.55016 -2.04277
H -0.78035 1.82623 -1.62652
H -1.45734 1.11938 1.76728
H 1.31578 -0.04017 1.92887
H -0.99202 -2.70858 -1.37940
H 1.43182 -2.17247 -0.60659
H 2.56979 1.03794 1.30362
H -0.87483 -0.55294 1.79216
H 2.32927 -0.88686 -0.19277
H 1.67506 -0.90723 -1.82065
H -2.39944 -0.14433 0.99634
H -1.96729 -1.91836 -0.15845
H 1.08593 1.72678 2.01038
H -1.61430 2.25335 -0.30458
*
```

No. 9
Formula: C6H14N2O
Source: the Open Molecules 2025 dataset
Level of theory: wB97M-V/def2-TZVPD

Values from the calculation:
ΔE to the lowest compared entry with this formula, charge and spin: 4.162 eV
gap between HOMO and LUMO: 9.15 eV

Structure (ORCA input):
```
! RIJCOSX wB97M-V def2-TZVPD def2/J DEFGRID3
* xyz 0 1
O -0.29707 0.11184 -1.59365
N -1.00041 1.72057 0.01349
N -0.99014 0.13573 2.05275
C -0.39643 -0.90796 -0.57797
C -0.12004 -0.74141 1.51453
C -0.06412 1.00805 -0.57122
C 1.37260 1.43882 -0.36923
C 2.44773 0.43975 -0.78421
C -1.79039 -1.48107 -0.57573
H -2.12572 -1.68850 -1.59439
H -0.27783 -1.79952 1.70230
H 1.48109 2.35710 -0.95542
H -2.49641 -0.77698 -0.12498
H 1.49488 1.73900 0.67423
H -1.07629 1.07091 1.35561
H -1.91458 -0.26441 2.18270
H 2.29377 0.10823 -1.81090
H 0.91543 -0.42366 1.51295
H -1.91254 1.54230 -0.40009
H 2.45872 -0.43997 -0.13983
H 3.43238 0.90454 -0.72446
H -1.82578 -2.41798 -0.01742
H 0.39115 -1.63536 -0.76906
*
```

No. 10
Formula: C6H14N2O
Source: the Open Molecules 2025 dataset
Level of theory: wB97M-V/def2-TZVPD

Values from the calculation:
ΔE to the lowest compared entry with this formula, charge and spin: 3.368 eV
SMILES string: C/C(=C(/N)CO)N(C)C
gap between HOMO and LUMO: 8.41 eV

Structure (ORCA input):
```
! RIJCOSX wB97M-V def2-TZVPD def2/J DEFGRID3
* xyz 0 1
O 2.10545 -2.38101 -1.35928
N -0.43752 -1.30379 -1.28750
N -1.11380 0.93611 0.51045
C 1.34762 1.10910 1.18725
C -2.05465 0.22792 1.36305
C -1.74233 1.54605 -0.65172
C 2.10686 -1.18258 -0.59456
C 0.46960 -0.66887 -0.48237
C 0.38846 0.33457 0.34585
H -2.55383 2.22163 -0.34554
H -2.85931 0.89634 1.70015
H -0.03396 -2.08038 -1.80663
H 0.88874 2.05119 1.50023
H -1.55970 -0.15595 2.26160
H 2.75635 -0.45540 -1.08935
H 2.24873 1.36608 0.62285
H 1.63041 0.54271 2.07889
H 2.49239 -1.42398 0.39635
H 2.93471 -2.36967 -1.86268
H -2.18889 0.80533 -1.33136
H -2.52388 -0.61791 0.83718
H -1.02061 2.15033 -1.21198
H -1.28083 -1.54785 -0.78091
*
```

The lowest ΔE to the lowest compared entry with this formula, charge and spin belongs to which entry? C6H14MgO4

Which formula does entry 9 have? C6H14N2O

ΔE to the lowest compared entry with this formula, charge and spin of number 8 (C6H14N2O)? 3.421 eV

The highest ΔE to the lowest compared entry with this formula, charge and spin belongs to which entry? number 3